Molecular formula: C2H3N5O
Method: DFT, ωB97M-V with the def2-TZVPD basis set

Element x y z (Å)
C -1.21001 -0.79272 -0.04183
C 0.58544 0.74002 -0.35676
H -2.81904 -0.61946 -0.99785
H 2.05644 0.35008 1.11437
H 1.98864 1.98008 -0.69143
N -2.37466 -1.19221 -0.29018
N -0.46614 -1.45085 0.96298
N 0.64874 -1.04350 1.31418
N 1.16134 0.05806 0.71283
N 1.06903 1.69034 -1.02859
O -0.63978 0.28016 -0.69772

Force components x, y, z for each atom (eV/Å):
C -0.3 0.1 0.1
C 0.6 0.4 -0.2
H 0.0 0.1 -0.2
H -0.7 -0.2 -0.5
H -0.2 -0.1 -0.1
N 0.5 0.1 0.2
N -0.1 -0.6 0.2
N -0.1 0.3 -0.2
N 0.5 0.3 0.3
N 0.0 -0.2 0.5
O -0.2 -0.2 0.0

Calculated values
HOMO: -0.3816 Eh
SMILES: [H]/N=c1/nn[nH]/c(=N\[H])o1
ΔE to the lowest compared entry with this formula, charge and spin: 240.1 kJ/mol
Total energy: -426.9662 a.u.
Largest force on an atom: 0.86 eV/A

Molecular formula: C2H3IOS2
Method: DFT, ωB97M-V with the def2-TZVPD basis set

Element x y z (Å)
C -0.35171 -0.31746 -0.52509
C 0.51362 -0.87257 1.63471
O -1.27312 -0.95029 -0.88143
S 0.16069 1.60336 -2.88383
S 0.66727 0.91490 -0.94748
I -1.15210 -1.16996 2.84125
H 1.07872 0.01045 1.86083
H 1.05630 -1.76301 1.38120
H -0.69968 2.54458 -2.48017

Force components x, y, z for each atom (eV/Å):
C -0.5 -2.2 2.6
C -1.3 0.9 -2.5
O 0.3 0.5 -0.1
S 0.1 -0.3 0.3
S 0.8 1.1 -0.5
I 0.2 0.0 -0.2
H 0.2 0.1 0.3
H 0.1 -0.2 0.1
H -0.1 0.0 0.1

Calculated values
HOMO (spin up / spin down): -0.3000 / -0.3000 Eh
ΔE to the lowest compared entry with this formula, charge and spin: 202.3 kJ/mol
Total energy: -1247.2194 a.u.
Largest force on an atom: 3.46 eV/A

Molecular formula: C6H7NO
Method: DFT, ωB97M-V with the def2-TZVPD basis set

Element x y z (Å)
C -0.75288 -0.97928 -0.20320
C 0.71380 -0.82649 -0.24909
C -1.73816 0.02376 0.04803
C 1.54560 0.15753 0.00286
C -3.06714 -0.37403 0.17862
C 2.80829 0.86517 0.08672
N -1.40642 1.29645 0.35003
O -0.19896 1.73935 0.17924
H -1.08679 -2.00890 -0.49306
H 1.17000 -1.79652 -0.67772
H -3.83210 0.33857 0.63613
H -3.45043 -1.42545 0.00240
H 3.01939 1.53222 -0.77968
H 3.48226 0.00962 0.01734
H 2.79353 1.44799 0.90137

Force components x, y, z for each atom (eV/Å):
C 1.2 -0.4 -0.8
C -1.5 -1.5 -0.9
C 2.6 -2.4 0.0
C -1.6 0.4 -0.4
C -2.8 0.4 1.0
C -1.2 -1.3 -4.0
N 0.9 2.3 0.0
O -0.8 -2.2 0.3
H 0.3 1.3 0.4
H -0.1 1.5 1.0
H 1.3 -0.9 -0.9
H 0.9 1.5 0.1
H -0.3 -0.5 0.3
H 0.6 0.2 0.6
H 0.7 1.7 3.5

Calculated values
HOMO (spin up / spin down): -0.2578 / -0.2504 Eh
ΔE to the lowest compared entry with this formula, charge and spin: 757.1 kJ/mol
Total energy: -362.5251 a.u.
Largest force on an atom: 4.42 eV/A

Molecular formula: CH2OS3
Method: DFT, ωB97M-V with the def2-TZVPD basis set

Element x y z (Å)
C 0.61245 -0.30298 -0.08450
O -0.11674 2.06312 -1.01861
S -2.25777 -2.00594 0.34242
S 0.62328 0.73034 1.36290
S -0.65097 0.96574 -0.29485
H 1.56954 -0.25845 -0.48159
H 0.22021 -1.19182 0.17423

Force components x, y, z for each atom (eV/Å):
C 0.0 2.2 0.6
O 0.3 2.2 -2.2
S -0.2 -0.1 0.0
S -0.8 0.4 1.3
S 0.6 -1.7 1.7
H 1.2 0.1 -1.7
H -1.1 -3.2 0.2

Calculated values
HOMO (spin up / spin down): -0.3472 / -0.3471 Eh
ΔE to the lowest compared entry with this formula, charge and spin: 314.3 kJ/mol
Total energy: -1308.9292 a.u.
Largest force on an atom: 3.38 eV/A

Repeat the third record exactly.
Molecular formula: C6H7NO
Method: DFT, ωB97M-V with the def2-TZVPD basis set

Element x y z (Å)
C -0.75288 -0.97928 -0.20320
C 0.71380 -0.82649 -0.24909
C -1.73816 0.02376 0.04803
C 1.54560 0.15753 0.00286
C -3.06714 -0.37403 0.17862
C 2.80829 0.86517 0.08672
N -1.40642 1.29645 0.35003
O -0.19896 1.73935 0.17924
H -1.08679 -2.00890 -0.49306
H 1.17000 -1.79652 -0.67772
H -3.83210 0.33857 0.63613
H -3.45043 -1.42545 0.00240
H 3.01939 1.53222 -0.77968
H 3.48226 0.00962 0.01734
H 2.79353 1.44799 0.90137

Force components x, y, z for each atom (eV/Å):
C 1.2 -0.4 -0.8
C -1.5 -1.5 -0.9
C 2.6 -2.4 0.0
C -1.6 0.4 -0.4
C -2.8 0.4 1.0
C -1.2 -1.3 -4.0
N 0.9 2.3 0.0
O -0.8 -2.2 0.3
H 0.3 1.3 0.4
H -0.1 1.5 1.0
H 1.3 -0.9 -0.9
H 0.9 1.5 0.1
H -0.3 -0.5 0.3
H 0.6 0.2 0.6
H 0.7 1.7 3.5

Calculated values
HOMO (spin up / spin down): -0.2578 / -0.2504 Eh
ΔE to the lowest compared entry with this formula, charge and spin: 757.1 kJ/mol
Total energy: -362.5251 a.u.
Largest force on an atom: 4.42 eV/A

- Which of these has the highest total energy?
  C6H7NO

Please write out number 1 again, unchanged.
Molecular formula: C2H3N5O
Method: DFT, ωB97M-V with the def2-TZVPD basis set

Element x y z (Å)
C -1.21001 -0.79272 -0.04183
C 0.58544 0.74002 -0.35676
H -2.81904 -0.61946 -0.99785
H 2.05644 0.35008 1.11437
H 1.98864 1.98008 -0.69143
N -2.37466 -1.19221 -0.29018
N -0.46614 -1.45085 0.96298
N 0.64874 -1.04350 1.31418
N 1.16134 0.05806 0.71283
N 1.06903 1.69034 -1.02859
O -0.63978 0.28016 -0.69772

Force components x, y, z for each atom (eV/Å):
C -0.3 0.1 0.1
C 0.6 0.4 -0.2
H 0.0 0.1 -0.2
H -0.7 -0.2 -0.5
H -0.2 -0.1 -0.1
N 0.5 0.1 0.2
N -0.1 -0.6 0.2
N -0.1 0.3 -0.2
N 0.5 0.3 0.3
N 0.0 -0.2 0.5
O -0.2 -0.2 0.0

Calculated values
HOMO: -0.3816 Eh
SMILES: [H]/N=c1/nn[nH]/c(=N\[H])o1
ΔE to the lowest compared entry with this formula, charge and spin: 240.1 kJ/mol
Total energy: -426.9662 a.u.
Largest force on an atom: 0.86 eV/A